{
  "formula": "C30H44BN2O17",
  "method": "ωB97M-V with the def2-TZVPD basis set",
  "total_charge": -1,
  "homo_lumo_gap_ha": 0.2731,
  "homo_energy_ev": -5.24,
  "e_lumo_ev": 2.19,
  "energy_ha": -2583.04623,
  "symbols": ["C", "C", "N", "C", "C", "C", "O", "B", "C", "C", "C", "N", "C", "C", "O", "H", "H", "H", "H", "H", "H", "H", "H", "H", "H", "H", "H", "H", "H", "C", "C", "C", "O", "C", "O", "O", "H", "H", "H", "H", "H", "H", "C", "C", "C", "O", "C", "O", "O", "H", "H", "H", "H", "H", "H", "C", "C", "C", "O", "C", "O", "O", "H", "H", "H", "H", "H", "H", "C", "C", "C", "O", "C", "O", "O", "H", "H", "H", "H", "H", "H", "C", "C", "C", "O", "C", "O", "O", "H", "H", "H", "H", "H", "H"],
  "positions_angstrom": [[-1.164, -3.785, -1.543], [0.167, -3.653, -0.676], [0.279, -4.415, 0.386], [1.295, -2.599, -1.153], [1.670, -1.558, 0.003], [2.764, -0.401, -0.317], [2.159, 0.858, 0.088], [1.251, 0.397, 1.168], [-0.021, 1.373, 1.499], [-0.996, 1.947, 0.405], [-2.121, 2.847, 0.915], [-2.431, 3.297, 2.213], [-1.591, 2.812, 3.243], [-0.435, 1.863, 2.926], [0.584, -0.802, 0.571], [-1.936, -4.431, -1.012], [-1.607, -2.769, -1.846], [-0.898, -4.328, -2.521], [1.190, -4.215, 0.832], [1.003, -2.032, -2.096], [2.255, -3.182, -1.395], [2.061, -2.224, 0.854], [3.681, -0.755, 0.281], [2.982, -0.315, -1.443], [1.759, -0.080, 2.141], [-0.865, 1.674, -0.700], [-2.835, 3.223, 0.093], [-1.792, 3.124, 4.314], [0.189, 1.490, 3.824], [-5.145, 2.341, 3.568], [-6.069, 2.270, 4.765], [-6.554, 3.612, 5.229], [-6.777, 3.394, 6.618], [-5.935, 2.391, 6.998], [-5.716, 2.087, 8.134], [-5.375, 1.786, 5.915], [-4.834, 1.336, 3.271], [-5.633, 2.820, 2.717], [-4.232, 2.889, 3.807], [-6.903, 1.590, 4.559], [-7.478, 3.914, 4.732], [-5.812, 4.408, 5.116], [1.496, 3.395, -2.132], [1.775, 2.540, -3.349], [1.646, 3.281, -4.647], [1.275, 2.247, -5.554], [0.638, 1.293, -4.819], [0.020, 0.378, -5.287], [0.792, 1.515, -3.487], [1.617, 2.802, -1.220], [2.172, 4.251, -2.084], [0.464, 3.757, -2.134], [2.756, 2.061, -3.256], [2.583, 3.747, -4.955], [0.856, 4.039, -4.641], [-2.903, -0.570, -6.254], [-3.810, -1.191, -7.295], [-3.127, -2.214, -8.153], [-3.863, -2.135, -9.370], [-4.368, -0.871, -9.441], [-4.869, -0.397, -10.418], [-4.223, -0.218, -8.255], [-3.457, 0.157, -5.655], [-2.488, -1.327, -5.586], [-2.082, -0.024, -6.724], [-4.707, -1.600, -6.818], [-3.187, -3.219, -7.730], [-2.079, -1.979, -8.364], [-0.700, -3.736, 6.025], [-0.570, -2.653, 4.976], [0.413, -2.980, 3.891], [0.858, -1.693, 3.483], [0.717, -0.869, 4.555], [1.175, 0.237, 4.629], [-0.015, -1.467, 5.539], [-1.435, -3.446, 6.780], [-1.012, -4.684, 5.580], [0.246, -3.886, 6.554], [-1.554, -2.406, 4.565], [-0.049, -3.511, 3.057], [1.278, -3.552, 4.243], [8.069, 0.374, 2.007], [7.169, -0.246, 0.960], [7.859, -1.265, 0.099], [7.128, -1.183, -1.118], [6.619, 0.081, -1.185], [6.120, 0.558, -2.160], [6.757, 0.728, 0.006], [7.509, 1.096, 2.607], [8.485, -0.385, 2.673], [8.890, 0.926, 1.541], [6.272, -0.661, 1.432], [7.801, -2.271, 0.517], [8.907, -1.024, -0.107]],
  "forces_ev_per_a": [[0.6, -0.1, -0.3], [-0.2, -0.2, 0.6], [0.2, 1.8, -2.2], [-0.2, 0.2, 0.2], [-0.6, 0.2, 1.2], [-0.5, -0.4, -0.9], [1.1, -1.8, 0.1], [-1.4, -0.4, -0.2], [-4.2, 4.0, 0.9], [0.1, 0.4, 4.4], [1.3, -1.0, -0.6], [2.8, -2.2, -0.4], [1.6, -1.9, -3.4], [-0.8, 0.8, -1.2], [0.6, -1.7, -1.9], [1.1, 1.0, -0.5], [0.8, -1.4, 0.7], [-0.3, 0.8, 1.3], [-0.4, -0.1, -0.2], [0.1, -0.8, 1.2], [-1.3, 0.7, 0.3], [0.0, 0.8, -0.9], [-0.9, 1.1, -0.8], [0.0, -0.3, 1.6], [0.9, 0.7, 0.4], [-0.4, 0.5, 1.9], [1.1, -0.5, 1.5], [0.2, -0.4, -1.5], [-1.3, 1.1, -2.0], [0.2, -0.4, 0.3], [0.4, 0.0, -1.3], [-0.4, 0.4, -0.3], [0.3, -0.3, 0.3], [0.3, -0.4, 0.7], [-0.2, 0.2, -0.7], [-0.4, 0.3, 0.8], [-0.1, 0.1, -0.1], [0.0, 0.0, 0.1], [-0.2, 0.1, -0.1], [-0.1, 0.1, 0.1], [0.0, 0.0, 0.2], [0.1, -0.2, -0.1], [-0.2, -0.3, 0.4], [0.3, 0.8, 1.1], [0.4, 0.4, -0.2], [-0.4, -0.5, 0.0], [-0.3, -0.5, 0.2], [0.3, 0.5, 0.1], [-0.2, -0.3, -1.1], [0.1, 0.0, -0.1], [0.0, -0.1, -0.1], [0.1, 0.0, -0.2], [-0.1, 0.0, -0.1], [-0.1, -0.2, -0.1], [0.0, -0.1, 0.2], [-0.2, 0.4, -0.1], [0.6, 0.2, 1.1], [0.2, -0.6, 0.1], [-0.3, 0.5, -0.2], [-0.4, 0.5, -0.6], [0.3, -0.3, 0.6], [-0.2, -0.4, -0.8], [0.0, -0.2, 0.0], [0.0, 0.0, -0.1], [0.0, -0.2, 0.0], [0.0, -0.1, -0.1], [-0.1, 0.0, -0.2], [-0.1, 0.1, 0.1], [-0.1, 0.2, 0.4], [-0.3, -0.9, 0.5], [-0.1, -0.3, -0.6], [0.0, 0.2, 0.8], [0.6, 0.8, -0.3], [0.0, -1.5, 0.7], [0.2, 0.3, -0.4], [0.0, -0.1, -0.1], [0.0, 0.1, -0.1], [0.0, 0.0, -0.2], [0.1, 0.0, -0.1], [0.1, 0.2, -0.1], [-0.1, 0.0, 0.2], [-0.1, 0.5, 0.1], [0.4, 0.2, 1.0], [0.1, -0.6, 0.1], [-0.1, 0.4, -0.1], [-0.6, 0.6, -0.7], [0.4, -0.4, 0.6], [0.0, -0.4, -0.7], [0.0, -0.2, 0.0], [-0.1, 0.0, -0.1], [0.0, -0.2, -0.1], [0.0, 0.0, -0.1], [-0.1, 0.0, -0.2], [0.0, 0.1, 0.1]]
}

{
  "formula": "C35H44Br2F4N4OPPdSi",
  "method": "ωB97M-V with the def2-TZVPD basis set",
  "de_lowest_kcal_mol": 14.95,
  "total_charge": -1,
  "homo_lumo_gap_ha": 0.2101,
  "homo_energy_ev": -3.53,
  "e_lumo_ev": 2.19,
  "energy_ha": -7960.72071,
  "symbols": ["Pd", "F", "C", "C", "F", "C", "F", "C", "P", "C", "C", "C", "C", "C", "C", "C", "C", "C", "C", "C", "C", "C", "Br", "C", "F", "H", "H", "H", "H", "H", "H", "H", "H", "H", "H", "C", "N", "C", "C", "O", "N", "C", "N", "H", "H", "H", "H", "H", "H", "H", "C", "C", "C", "C", "Si", "Br", "C", "C", "C", "C", "C", "C", "C", "C", "H", "H", "H", "H", "H", "H", "H", "H", "H", "H", "H", "H", "H", "H", "H", "H", "H", "H", "H", "H", "H", "H", "H", "H", "H", "H", "H", "N", "C"],
  "positions_angstrom": [[0.301, 0.735, 0.582], [-3.668, 6.433, 0.105], [-2.586, 5.648, 0.082], [-1.388, 6.113, 0.571], [-1.298, 7.367, 1.026], [-0.283, 5.277, 0.567], [0.855, 5.812, 1.033], [-0.330, 3.976, 0.094], [1.126, 2.802, 0.156], [2.065, 3.532, -1.247], [2.860, 4.677, -1.165], [3.538, 5.148, -2.281], [3.430, 4.485, -3.497], [2.611, 3.370, -3.600], [1.931, 2.900, -2.482], [2.034, 3.315, 1.658], [3.418, 3.424, 1.699], [4.079, 3.599, 2.909], [3.362, 3.674, 4.090], [1.977, 3.541, 4.061], [1.323, 3.337, 2.860], [-1.546, 3.547, -0.450], [-1.737, 1.891, -1.326], [-2.656, 4.376, -0.452], [-3.825, 3.985, -0.968], [2.949, 5.203, -0.224], [4.151, 6.037, -2.200], [3.976, 4.843, -4.361], [2.501, 2.861, -4.550], [1.285, 2.035, -2.559], [3.997, 3.342, 0.788], [5.160, 3.647, 2.926], [3.878, 3.805, 5.033], [1.408, 3.570, 4.982], [0.254, 3.158, 2.850], [4.538, -0.555, -2.781], [4.290, -0.611, -1.360], [5.298, -0.452, -0.336], [4.434, -0.112, 0.893], [4.906, 0.049, 1.998], [3.112, -0.044, 0.512], [3.090, -0.310, -0.783], [1.965, -0.281, -1.505], [5.574, -0.264, -2.951], [3.894, 0.190, -3.255], [4.375, -1.522, -3.268], [5.995, 0.361, -0.558], [5.861, -1.369, -0.154], [1.093, -0.176, -0.911], [1.936, -0.809, -2.362], [0.795, -4.563, 2.429], [0.274, -5.406, 1.254], [-1.179, -4.952, 1.017], [0.285, -6.883, 1.692], [1.330, -5.172, -0.318], [0.596, -3.266, -1.291], [3.187, -4.847, 0.028], [3.392, -3.497, 0.734], [3.785, -5.956, 0.912], [3.993, -4.792, -1.278], [1.015, -6.504, -1.677], [1.459, -6.051, -3.076], [1.748, -7.816, -1.350], [-0.491, -6.795, -1.790], [0.113, -4.700, 3.275], [0.794, -3.497, 2.200], [1.790, -4.868, 2.756], [-1.786, -5.282, 1.868], [-1.621, -5.364, 0.111], [-1.245, -3.865, 0.978], [-0.257, -6.970, 2.640], [1.299, -7.261, 1.858], [-0.204, -7.543, 0.976], [2.990, -3.474, 1.742], [2.937, -2.674, 0.187], [4.470, -3.300, 0.806], [3.339, -5.969, 1.907], [4.860, -5.778, 1.037], [3.666, -6.951, 0.480], [3.581, -4.059, -1.976], [4.040, -5.760, -1.779], [5.022, -4.494, -1.044], [2.525, -5.853, -3.146], [0.928, -5.154, -3.393], [1.224, -6.853, -3.788], [2.832, -7.688, -1.369], [1.496, -8.572, -2.105], [1.474, -8.220, -0.375], [-1.053, -5.887, -2.019], [-0.911, -7.234, -0.888], [-0.654, -7.505, -2.610], [-0.949, -1.789, 2.141], [-0.554, -0.838, 1.602]],
  "forces_ev_per_a": [[-0.1, 0.6, 0.7], [0.0, 0.0, -0.1], [-0.2, 0.0, 0.0], [0.2, 0.0, 0.1], [0.0, 0.0, 0.1], [0.0, 0.1, 0.1], [0.0, 0.0, 0.0], [0.2, 0.0, 0.0], [-0.5, -0.4, 0.3], [0.1, 0.0, 0.0], [0.0, 0.0, 0.0], [0.0, 0.0, 0.0], [0.0, 0.0, 0.0], [0.0, 0.0, 0.0], [0.0, 0.0, 0.0], [0.0, -0.1, 0.0], [0.0, 0.0, 0.0], [0.0, 0.0, 0.0], [0.0, 0.0, 0.0], [0.0, 0.0, 0.0], [0.0, 0.1, 0.0], [0.0, 0.1, -0.2], [-0.3, 0.1, -0.2], [0.0, -0.1, 0.0], [0.0, 0.0, 0.0], [0.0, 0.0, 0.0], [0.0, 0.0, 0.0], [0.0, 0.0, 0.0], [0.0, 0.0, 0.0], [0.1, -0.1, 0.0], [0.0, 0.0, 0.0], [0.0, 0.0, 0.0], [0.0, 0.0, 0.0], [0.0, 0.0, 0.0], [0.0, 0.0, 0.0], [0.0, 0.0, 0.0], [0.0, 0.0, 0.0], [0.0, -0.1, -0.1], [-0.1, 0.1, 0.0], [0.0, 0.0, 0.0], [0.6, 0.0, -0.1], [-0.1, 0.0, 0.1], [0.0, 0.0, 0.1], [0.0, 0.0, 0.0], [0.0, 0.0, 0.0], [0.0, 0.0, 0.0], [0.0, 0.0, 0.0], [0.0, 0.0, 0.0], [0.5, -0.1, -0.6], [-0.1, -0.1, 0.0], [0.0, 0.0, 0.0], [-0.1, -0.1, 0.1], [0.0, -0.1, 0.0], [0.1, 0.0, 0.0], [0.0, 0.2, -0.1], [-0.1, -0.1, 0.0], [0.1, -0.1, 0.1], [0.1, 0.0, 0.0], [0.0, 0.0, 0.0], [0.0, 0.0, 0.0], [0.0, -0.1, 0.0], [0.0, 0.0, 0.0], [0.0, 0.0, 0.0], [0.0, 0.0, -0.1], [0.0, 0.0, 0.0], [0.0, 0.0, 0.0], [0.0, 0.0, 0.0], [0.0, 0.0, 0.0], [0.0, 0.0, 0.0], [0.0, 0.0, 0.0], [0.0, 0.0, 0.0], [0.0, 0.0, 0.0], [0.0, 0.0, 0.0], [0.0, 0.0, 0.0], [0.0, 0.0, 0.0], [0.0, 0.0, 0.0], [0.0, 0.0, 0.0], [0.0, 0.0, 0.0], [0.0, 0.0, 0.0], [0.0, 0.0, 0.0], [0.0, 0.0, 0.0], [0.0, 0.0, 0.0], [0.0, 0.0, 0.0], [0.0, 0.0, 0.0], [0.0, 0.0, 0.0], [0.0, 0.0, 0.0], [0.0, 0.0, 0.0], [0.0, 0.0, 0.0], [0.0, 0.0, 0.0], [0.0, 0.0, 0.0], [0.0, 0.0, 0.0], [-0.1, 0.2, 0.0], [0.0, -0.1, -0.1]]
}